Entry 1:
DFT (ωB97M-V with the def2-TZVPD basis set) results for a cluster of 2 separate species, C3H8O2S in total.

Computed properties:
- HOMO (eV) = 0.230
- frontier orbital gap (eV) = 5.80

ORCA input file:
```
! RIJCOSX wB97M-V def2-TZVPD def2/J DEFGRID3
* xyz -2 1
C -0.41245 0.24784 0.13366
O -0.98784 0.05918 1.36353
C 1.03906 -0.22085 0.02774
C 1.68435 0.22101 -1.27735
S 3.46562 -0.27973 -1.45591
H -0.37055 1.33441 -0.07308
H -0.97529 -0.16195 -0.73065
H 1.60475 0.24022 0.84123
H 1.14844 -1.30801 0.07458
H 1.14515 -0.21361 -2.12039
H 1.71137 1.30466 -1.40143
H -2.06029 0.01902 1.48400
H -3.53435 -1.09011 1.46261
O -3.45798 -0.15207 1.67146
*
```

Here are the Mulliken charges for atoms 1 to 8, given in e: atom 1 (C): -0.432, atom 2 (O): -0.552, atom 3 (C): -0.246, atom 4 (C): -0.757, atom 5 (S): -0.817, atom 6 (H): 0.154, atom 7 (H): 0.243, atom 8 (H): 0.203



Entry 2:
DFT (ωB97M-V with the def2-TZVPD basis set) results for the molecule C3H8O2S.

Computed properties:
- HOMO (eV) = -9.624
- SMILES = CCC(O)(O)S
- frontier orbital gap (eV) = 10.36

ORCA input file:
```
! RIJCOSX wB97M-V def2-TZVPD def2/J DEFGRID3
* xyz 0 1
C -1.68130 0.05742 0.41579
C -0.22949 -0.38806 0.76039
C 0.79869 -0.12344 -0.29507
O 2.08420 -0.36038 0.05557
O 0.95232 1.27935 -0.39298
S 0.45717 -0.68826 -1.97141
H -2.40834 -0.76592 0.67251
H -1.86076 0.41816 -0.60649
H -1.93437 0.93361 1.05358
H 0.03923 0.11301 1.71251
H -0.19911 -1.37957 0.87453
H 2.23313 -1.17898 -0.30947
H 1.42594 1.54362 0.39032
H 0.32269 0.53944 -2.35976
*
```

Here are the Mulliken charges for atoms 1 to 8, given in e: atom 1 (C): -0.945, atom 2 (C): -0.309, atom 3 (C): 0.221, atom 4 (O): -0.495, atom 5 (O): -0.569, atom 6 (S): -0.214, atom 7 (H): 0.272, atom 8 (H): 0.301



Entry 3:
DFT (ωB97M-V with the def2-TZVPD basis set) results for a cluster of 2 separate species, C3H8O2S in total.

Computed properties:
- HOMO (eV) = -9.057
- SMILES = O=CO.CSC
- frontier orbital gap (eV) = 9.62

ORCA input file:
```
! RIJCOSX wB97M-V def2-TZVPD def2/J DEFGRID3
* xyz 0 1
O 1.22098 3.39816 -0.53468
C 0.73988 2.42086 -0.06307
O -0.51695 2.41056 0.41756
H 1.23733 1.43980 0.01486
H -0.71815 1.54304 0.80044
C -1.56585 -1.60435 0.81888
S 0.16192 -1.58611 0.33499
C 0.30310 -2.42877 -1.23126
H -2.25374 -2.11780 0.16608
H -1.93429 -0.57270 0.88804
H -1.67958 -2.09220 1.78965
H 1.35597 -2.25712 -1.50598
H 0.14846 -3.49801 -1.16712
H -0.30038 -2.04170 -2.03207
*
```

Here are the Mulliken charges for atoms 1 to 8, given in e: atom 1 (O): -0.452, atom 2 (C): 0.354, atom 3 (O): -0.418, atom 4 (H): 0.172, atom 5 (H): 0.324, atom 6 (C): -0.774, atom 7 (S): -0.070, atom 8 (C): -0.838



Entry 4:
DFT (ωB97M-V with the def2-TZVPD basis set) results for a cluster of 2 separate species, C3H8O2S in total.

Computed properties:
- HOMO (spin up / spin down) (eV) = -8.452 / -7.972
- frontier orbital gap (spin up / spin down) (eV) = 8.23 / 7.09

ORCA input file:
```
! RIJCOSX wB97M-V def2-TZVPD def2/J DEFGRID3
* xyz 0 1
C -0.03084 1.27826 -1.69251
C -1.42100 -1.10170 -0.11033
C 1.62336 -0.32670 1.39432
O -0.09651 2.30093 0.70699
O -1.35856 0.18992 0.36386
S -0.04235 1.00973 0.03992
H 0.89470 1.77520 -1.98788
H -0.23935 0.32972 -2.16920
H -1.51589 -1.27632 -1.19862
H -2.40634 -1.57967 0.15983
H -0.47352 -1.52279 0.23007
H 1.79527 -1.21865 0.84750
H 2.25304 0.46165 1.22589
H 1.01799 -0.31958 2.19018
*
```

Here are the Mulliken charges for atoms 1 to 8, given in e: atom 1 (C): -0.753, atom 2 (C): -0.676, atom 3 (C): -1.142, atom 4 (O): -0.539, atom 5 (O): -0.190, atom 6 (S): 0.704, atom 7 (H): 0.283, atom 8 (H): 0.256



Entry 5:
DFT (ωB97M-V with the def2-TZVPD basis set) results for a cluster of 2 separate species, C3H8O3 in total.

Computed properties:
- HOMO (spin up / spin down) (eV) = 0.276 / -3.640
- frontier orbital gap (spin up / spin down) (eV) = 4.13 / 7.79

ORCA input file:
```
! RIJCOSX wB97M-V def2-TZVPD def2/J DEFGRID3
* xyz -1 2
O -1.35191 -1.38519 -0.47479
C -1.10977 -0.47768 0.31358
C -0.06361 -0.26491 1.43091
C 0.97815 0.79760 1.02910
O 0.90759 1.14595 -0.38745
H -1.84062 0.53676 0.26496
H -0.63953 0.11309 2.37581
H 0.28349 -1.31006 1.55809
H 0.78804 1.76095 1.56276
H 2.07160 0.54632 1.24334
H 1.01957 0.29302 -0.80757
H -0.55192 -1.16769 -2.31725
H -0.38190 0.11760 -2.70836
O -0.10918 -0.70577 -3.08314
*
```

Here are the Mulliken charges for atoms 1 to 8, given in e: atom 1 (O): -0.688, atom 2 (C): -0.343, atom 3 (C): -0.389, atom 4 (C): -0.728, atom 5 (O): -0.339, atom 6 (H): 0.150, atom 7 (H): 0.212, atom 8 (H): 0.307



Entry 6:
DFT (ωB97M-V with the def2-TZVPD basis set) results for a cluster of 2 separate species, C3H8O3 in total.

Computed properties:
- HOMO (eV) = -10.082
- SMILES = O=CO.CCO
- frontier orbital gap (eV) = 10.93

ORCA input file:
```
! RIJCOSX wB97M-V def2-TZVPD def2/J DEFGRID3
* xyz 0 1
O 1.05425 -1.68181 1.62536
C 0.03982 -1.99928 2.39393
O -1.23270 -2.59508 2.04811
H 0.28683 -1.69863 3.48257
H -0.91368 -2.95893 1.26766
C 0.57284 1.99724 -0.99367
C -0.45626 0.97304 -1.29043
O -0.15559 -0.27839 -0.88997
H 1.44778 1.75074 -1.61102
H 0.25032 2.87427 -1.41673
H 0.87083 2.01379 0.00780
H -0.73613 1.01533 -2.32979
H -1.35396 1.30297 -0.67781
H 0.32566 -0.71525 -1.61601
*
```

Here are the Mulliken charges for atoms 1 to 8, given in e: atom 1 (O): -0.452, atom 2 (C): 0.181, atom 3 (O): -0.374, atom 4 (H): 0.325, atom 5 (H): 0.319, atom 6 (C): -1.088, atom 7 (C): -0.254, atom 8 (O): -0.454



Entry 7:
DFT (ωB97M-V with the def2-TZVPD basis set) results for the molecule C3H8O3.

Computed properties:
- HOMO (eV) = -10.203
- SMILES = OCC(O)CO
- frontier orbital gap (eV) = 10.76

ORCA input file:
```
! RIJCOSX wB97M-V def2-TZVPD def2/J DEFGRID3
* xyz 0 1
O 1.77295 1.42534 -0.09928
C 1.20387 0.15275 -0.33308
C -0.33798 0.21393 -0.48320
O -0.92501 1.12144 0.44194
C -0.92944 -1.15866 -0.15234
O -0.85641 -1.41013 1.23291
H 1.39990 1.81055 0.70854
H 1.62972 -0.18737 -1.28913
H 1.45567 -0.57319 0.45868
H -0.58579 0.50625 -1.51975
H -0.30963 1.86107 0.56565
H -1.96312 -1.21498 -0.52623
H -0.34007 -1.93473 -0.65781
H -1.21466 -0.61228 1.65311
*
```

Here are the Mulliken charges for atoms 1 to 8, given in e: atom 1 (O): -0.535, atom 2 (C): -0.554, atom 3 (C): 0.410, atom 4 (O): -0.545, atom 5 (C): -0.672, atom 6 (O): -0.515, atom 7 (H): 0.285, atom 8 (H): 0.319



Entry 8:
DFT (ωB97M-V with the def2-TZVPD basis set) results for a cluster of 2 separate species, C3H8O3 in total.

Computed properties:
- HOMO (eV) = -10.965
- SMILES = CCC(=O)O.O
- frontier orbital gap (eV) = 11.63

ORCA input file:
```
! RIJCOSX wB97M-V def2-TZVPD def2/J DEFGRID3
* xyz 0 1
C 1.30323 0.38632 0.81934
C 0.71296 -1.04053 0.73929
C -0.48969 -1.00862 -0.15562
O -0.58975 -0.44373 -1.21323
O -1.53359 -1.67586 0.38155
H 2.30046 0.37256 1.24265
H 0.70337 1.02070 1.46991
H 1.42605 0.71312 -0.21335
H 1.45652 -1.76987 0.42552
H 0.39567 -1.39411 1.72297
H -2.26653 -1.60999 -0.24300
O -1.12668 2.49795 -1.44410
H -0.46653 1.81191 -1.52465
H -1.82551 2.14015 -2.00730
*
```

Here are the Mulliken charges for atoms 1 to 8, given in e: atom 1 (C): -1.023, atom 2 (C): -0.315, atom 3 (C): 0.583, atom 4 (O): -0.576, atom 5 (O): -0.460, atom 6 (H): 0.351, atom 7 (H): 0.310, atom 8 (H): 0.241



Entry 9:
DFT (ωB97M-V with the def2-TZVPD basis set) results for a cluster of 2 separate species, C3H8O3S in total.

Computed properties:
- HOMO (eV) = -9.570
- SMILES = O=C(O)CCS.O
- frontier orbital gap (eV) = 10.01

ORCA input file:
```
! RIJCOSX wB97M-V def2-TZVPD def2/J DEFGRID3
* xyz 0 1
O -1.63842 2.81741 -1.28021
C -1.36287 1.76934 -0.79558
O -1.89444 1.38703 0.41852
C -0.31947 0.77916 -1.23527
C 0.60685 0.37910 -0.07648
S 1.83334 -0.83495 -0.71343
H -2.59908 2.01751 0.59624
H -0.73284 -0.13946 -1.64622
H 0.22928 1.27125 -2.03886
H 0.10382 -0.17550 0.70866
H 1.13515 1.23304 0.32887
H 1.48722 -1.96077 -0.13643
O 1.36583 -2.98845 2.09763
H 1.26595 -2.15728 1.63912
H 0.51966 -3.39742 2.13343
*
```

Here are the Mulliken charges for atoms 1 to 8, given in e: atom 1 (O): -0.522, atom 2 (C): 0.460, atom 3 (O): -0.437, atom 4 (C): -0.477, atom 5 (C): -0.583, atom 6 (S): -0.169, atom 7 (H): 0.328, atom 8 (H): 0.342



Entry 10:
DFT (ωB97M-V with the def2-TZVPD basis set) results for a structure of composition C3H8O4.

Computed properties:
- HOMO (eV) = -9.657
- frontier orbital gap (eV) = 10.16

ORCA input file:
```
! RIJCOSX wB97M-V def2-TZVPD def2/J DEFGRID3
* xyz 0 1
C -1.62382 0.15257 -0.54905
C 0.64835 -1.03604 0.13564
C 1.19609 0.07790 1.00983
O -1.65775 0.92870 0.49641
O -2.01823 -1.04058 -0.54904
O -1.10244 0.73034 -1.64375
O 0.89071 1.40746 0.51977
H -1.17132 0.10860 -2.38276
H -0.80725 1.45565 0.52662
H -0.64904 -1.30822 -0.05851
H 1.21147 1.48123 -0.38758
H 0.91620 -1.99221 0.59654
H 1.13133 -1.02422 -0.84577
H 0.74981 0.04443 2.00505
H 2.28589 0.01439 1.12659
*
```

Here are the Mulliken charges for atoms 1 to 8, given in e: atom 1 (C): 0.565, atom 2 (C): -0.935, atom 3 (C): -0.349, atom 4 (O): -0.449, atom 5 (O): -0.608, atom 6 (O): -0.431, atom 7 (O): -0.615, atom 8 (H): 0.371



Entry 11:
DFT (ωB97M-V with the def2-TZVPD basis set) results for a cluster of 2 separate species, C3H8O4 in total.

Computed properties:
- HOMO (eV) = -10.195
- SMILES = CC(O)O.O=CO
- frontier orbital gap (eV) = 10.71

ORCA input file:
```
! RIJCOSX wB97M-V def2-TZVPD def2/J DEFGRID3
* xyz 0 1
C 0.40120 1.41141 1.48471
C -0.12665 0.20470 0.73165
O -1.50181 0.28331 0.53074
O 0.33281 -0.96729 1.21876
H 0.05930 1.35337 2.51756
H 1.48650 1.39860 1.48391
H 0.02756 2.33231 1.04390
H 0.29076 0.24573 -0.40902
H -1.93492 -0.42495 1.02531
H 0.65256 -1.55333 0.40560
O 0.92244 -1.83454 -1.10885
C 0.41341 -0.90967 -1.74238
O -0.87607 -1.02267 -2.13886
H 1.02824 -0.25269 -2.38416
H -1.17533 -0.26431 -2.65887
*
```

Here are the Mulliken charges for atoms 1 to 8, given in e: atom 1 (C): -1.206, atom 2 (C): 0.855, atom 3 (O): -0.482, atom 4 (O): -0.588, atom 5 (H): 0.313, atom 6 (H): 0.293, atom 7 (H): 0.332, atom 8 (H): -0.222



Entry 12:
DFT (ωB97M-V with the def2-TZVPD basis set) results for the molecule C3H8OS.

Computed properties:
- HOMO (eV) = -9.281
- SMILES = C[C@H](S)CO
- frontier orbital gap (eV) = 9.68

ORCA input file:
```
! RIJCOSX wB97M-V def2-TZVPD def2/J DEFGRID3
* xyz 0 1
C -0.32746 -1.40548 0.66336
C 0.09749 -0.32698 -0.30356
S 2.18378 0.35079 0.18669
C -0.83234 0.91099 -0.18744
O -0.16667 1.96024 0.35756
H -0.15887 -1.17854 1.78153
H -1.38425 -1.43883 0.48953
H 0.30559 -2.28219 0.58413
H 0.31227 -0.64332 -1.25403
H 2.20128 1.42761 -0.58589
H -1.78976 0.63618 0.30258
H -1.09098 1.16635 -1.14621
H 0.44899 1.56314 1.00878
*
```

Here are the Mulliken charges for atoms 1 to 8, given in e: atom 1 (C): -1.019, atom 2 (C): -0.418, atom 3 (S): -0.306, atom 4 (C): -0.240, atom 5 (O): -0.503, atom 6 (H): 0.247, atom 7 (H): 0.365, atom 8 (H): 0.365



Number 1: maximum force 1.19 eV/Å, E -667.71262 hartree. Number 2: maximum force 4.25 eV/Å, E -667.72149 hartree. Number 3: maximum force 0.80 eV/Å, E -667.75706 hartree. Number 4: maximum force 3.62 eV/Å, E -667.55262 hartree. Number 5: maximum force 6.90 eV/Å, E -344.74906 hartree. Number 6: maximum force 7.43 eV/Å, E -344.75274 hartree. Number 7: maximum force 0.64 eV/Å, E -344.79733 hartree. Number 8: maximum force 1.09 eV/Å, E -344.84459 hartree. Number 9: maximum force 1.92 eV/Å, E -743.01723 hartree. Number 10: maximum force 4.96 eV/Å, E -420.02288 hartree. Number 11: maximum force 2.95 eV/Å, E -420.03315 hartree. Number 12: maximum force 4.19 eV/Å, E -592.45599 hartree.